Entry 1:
The ion C2H3N4 with charge +1 at a distorted geometry, computed with ωB97M-V/def2-TZVPD.

```
9
Properties=species:S:1:pos:R:3:forces:R:3:nbo_charge:R:1
N -1.557951 -0.748631 -1.088066 -1.9 0.2 0.2 -0.1195
N -0.264828 -0.823854 -0.469911 2.5 -2.6 0.7 -0.1816
N 0.080627 0.264753 0.427513 -5.4 3.8 -0.2 -0.1951
N 1.409719 0.507848 0.831081 2.4 0.7 -0.6 -0.0550
C 1.078869 1.120898 -0.220702 0.3 -2.1 0.7 0.2853
C -1.441372 -1.608551 -0.187963 0.3 0.9 -0.6 0.2284
H -0.725780 0.810220 1.007710 2.0 -1.7 -1.5 0.4289
H 1.379830 1.408060 -1.261133 -0.5 0.4 1.3 0.3229
H -1.898717 -2.466211 0.309683 0.3 0.4 0.0 0.2856
```
Forces are in eV/Å.

Summary:
- energy relative to the best compared isomer or geometry (same formula, charge and spin) (kJ/mol) = 388.5
- total charge = +1
- 2S+1 = 1
- SMILES string = C1=NN1[N@@H+]1C=N1

=====

Entry 2:
An isolated molecule of H4NPS at a distorted geometry, computed with ωB97M-V/def2-TZVPD.

```
7
Properties=species:S:1:pos:R:3:forces:R:3:nbo_charge:R:1
S -0.927958 1.159773 1.350600 -0.4 1.2 0.5 -0.4043
P -0.364904 -0.757403 0.631585 0.9 0.8 -1.7 0.8156
N 0.949731 -0.754074 -0.517689 1.3 -4.0 3.0 -1.1749
H 0.871012 0.018056 -1.056386 -0.7 3.1 -2.3 0.3789
H -1.257911 -0.908244 -0.511332 -0.4 0.2 0.1 -0.1487
H 1.899792 -0.724570 -0.118013 -0.7 -0.1 0.0 0.3846
H -1.169761 1.966461 0.221236 -0.1 -1.2 0.5 0.1489
```
Forces are in eV/Å.

Summary:
- energy relative to the best compared isomer or geometry (same formula, charge and spin) (kJ/mol) = 288.8
- total charge = 0
- ⟨S²⟩ = 2.00
- 2S+1 = 3

=====

Entry 3:
A structure of composition C11H19N3OS4SbTc, computed with ωB97M-V/def2-TZVPD.

```
40
Properties=species:S:1:pos:R:3:forces:R:3:nbo_charge:R:1
Sb -3.707801 -1.394572 -1.675239 -0.2 -0.1 0.0 1.3446
Tc -0.567697 0.005947 0.436293 -0.7 -0.2 -0.1 0.7847
S -4.488868 -3.066883 -0.559009 0.0 0.1 -0.1 -0.2903
S -2.725528 0.150461 0.369506 0.4 0.0 0.2 -0.0965
S -3.200793 -0.193052 -3.394521 0.1 0.0 0.0 -0.2670
S -0.115858 -0.579379 -1.452625 0.0 0.2 0.2 0.2926
O 0.103549 1.566638 1.208310 0.5 -0.4 -0.5 -0.5331
N 0.331362 2.599289 2.028771 -0.2 0.3 0.3 0.0457
N -0.472656 -1.526790 1.628050 -0.1 0.2 0.2 -0.7442
N 0.298113 -3.356011 2.810450 0.0 0.3 -0.3 -0.2713
C 0.826184 4.703371 3.665200 0.0 0.0 -0.1 -0.0638
C 1.715110 -2.505922 1.023510 0.1 0.0 0.0 -0.6967
C -2.156441 -3.882498 3.031015 0.0 0.1 0.1 -0.6294
C 1.221321 3.524135 1.621817 0.1 0.2 0.0 0.0670
C 1.245946 -4.467641 3.038174 0.3 -0.1 0.0 -0.2202
C -0.091224 3.729522 4.039932 -0.1 -0.2 -0.1 -0.1856
C -0.334132 2.665894 3.197478 0.0 0.2 0.2 0.0461
C 1.482548 4.600269 2.443925 -0.1 -0.2 -0.1 -0.1915
C 0.481748 -2.482596 1.857073 0.1 -0.2 0.3 0.5585
C 0.854716 -5.717308 2.265058 0.1 0.0 0.1 -0.6241
C -0.890643 -3.336108 3.689399 -0.2 0.0 0.0 -0.2441
H 1.634111 -6.464892 2.397260 0.0 0.0 0.0 0.2679
H -1.034261 1.868873 3.399365 0.0 0.0 0.0 0.2461
H -0.635238 -3.946955 4.552647 0.0 0.1 0.0 0.2584
H 1.025386 5.539948 4.319913 0.0 0.0 0.0 0.2787
H 1.241639 -4.652095 4.110840 0.1 0.0 0.0 0.2410
H -2.033131 -4.924760 2.754039 0.0 -0.1 0.0 0.2449
H -0.626982 3.790147 4.976275 0.0 0.0 0.0 0.2806
H -2.456422 -3.334257 2.136179 0.0 0.0 0.0 0.1918
H 2.247820 -4.133810 2.776478 -0.1 -0.1 0.0 0.2263
H 0.753203 -5.521913 1.198821 0.0 0.0 -0.1 0.2110
H 1.775057 -1.641591 0.371326 0.0 0.0 0.0 0.2281
H -1.299085 -1.650737 2.204849 0.0 -0.1 -0.2 0.4194
H -2.972977 -3.825464 3.747979 0.0 0.0 0.0 0.2630
H 2.191208 5.347524 2.116817 0.0 0.0 0.0 0.2867
H -0.073535 -6.145126 2.631417 -0.1 0.0 0.0 0.2287
H 1.681310 3.353590 0.658856 0.0 0.0 0.0 0.2674
H -1.018646 -2.317075 4.067230 0.0 0.0 0.0 0.2105
H 1.742551 -3.405050 0.408249 0.0 0.0 0.0 0.2856
H 2.603359 -2.509261 1.654967 0.0 0.0 0.0 0.2825
```
Forces are in eV/Å.

Summary:
- total charge = +3
- ⟨S²⟩ = 0.77
- calculated total energy (a.u.) = -2582.746290
- 2S+1 = 2

=====

Entry 4:
A structure of composition C4H6I2 at a distorted geometry, computed with ωB97M-V/def2-TZVPD.

```
12
Properties=species:S:1:pos:R:3:forces:R:3:nbo_charge:R:1
I -3.245166 1.076554 1.355524 0.6 -0.6 -0.1 0.0443
I -2.025891 3.295113 -1.215739 0.7 -0.4 0.1 0.0960
C 0.891880 -0.478548 0.624854 -1.5 -1.6 -2.9 -0.6459
C -0.518689 -0.146624 1.026912 0.7 0.5 -1.5 -0.2145
C -1.359912 0.584674 0.327958 -3.2 1.3 -0.5 -0.0830
C -1.373825 1.206696 -1.061871 1.2 -0.8 -0.7 -0.5942
H -0.292629 1.058835 -1.356622 -1.2 0.7 -0.4 0.2382
H 1.209289 -1.351045 1.106678 0.6 -1.1 1.1 0.2259
H 1.485302 0.321341 0.840654 1.9 2.1 0.9 0.2251
H 1.134444 -0.732926 -0.469212 -1.0 0.6 1.2 0.2167
H -0.846283 -0.400947 2.000341 0.0 -0.4 0.8 0.2293
H -2.060378 0.821289 -1.896180 1.0 -0.2 1.8 0.2621
```
Forces are in eV/Å.

Summary:
- energy relative to the best compared isomer or geometry (same formula, charge and spin) (kJ/mol) = 23.1
- total charge = 0
- 2S+1 = 1

=====

Entry 5:
A structure of composition C8H21AgFN2Nb at a distorted geometry, computed with ωB97M-V/def2-TZVPD.

```
34
Properties=species:S:1:pos:R:3:forces:R:3:nbo_charge:R:1
Ag 2.460849 -2.542560 -3.046481 0.1 0.0 -0.5 0.9103
Nb -0.177005 0.072619 0.527880 -1.1 2.4 0.7 1.6892
F 1.838977 -0.693990 -1.918996 0.1 0.4 -0.2 -0.4707
N -4.436081 0.480987 -1.013028 -0.5 0.2 -0.2 -0.6616
N 0.895263 2.847133 0.464384 -0.3 -0.7 -0.2 -0.5883
C -3.437501 0.231900 -0.274250 0.2 -0.1 -0.3 0.3440
C 1.658689 -2.578269 -0.479592 0.1 0.3 -0.5 -0.4135
C -2.015942 0.209342 -0.821025 -0.2 0.6 1.0 -1.0152
C 0.910585 -1.348843 -0.977093 0.0 -0.6 1.1 -0.2711
C 2.266554 -2.622414 0.900590 0.2 0.2 -0.2 -0.6119
C 0.607584 1.908717 -0.604197 1.3 -0.9 -0.8 -0.6217
C 2.276059 2.901107 0.880330 0.1 0.0 0.1 -0.4099
C -3.729310 -0.104544 1.142928 -0.3 -0.1 -0.1 -0.6807
H -3.221545 0.550773 1.826181 0.4 0.2 0.3 0.2399
H -3.435938 -1.126254 1.341546 0.3 -0.3 0.2 0.2218
H 1.057348 -3.463476 -0.644048 -0.2 -0.3 0.0 0.2178
H 1.493314 1.724478 -1.214612 0.2 0.1 -0.2 0.1666
H -1.084894 1.033603 1.772650 0.0 -0.6 0.4 -0.3223
H -4.793023 -0.019771 1.288692 -0.4 0.0 0.1 0.2231
H -0.733631 -1.504760 1.317131 0.4 -0.6 -0.8 -0.3581
H 2.968872 2.758821 0.051159 0.1 -0.1 -0.3 0.1604
H -4.125476 0.676084 -1.960944 0.0 0.1 -0.2 0.3131
H -1.947863 1.071896 -1.468966 0.1 0.3 -0.3 0.2264
H 1.495591 -2.720845 1.644122 -0.3 0.0 0.3 0.2436
H 2.571644 -2.612593 -1.148289 0.2 -0.5 0.3 0.0727
H -1.999475 -0.652310 -1.483378 0.3 -0.5 -0.1 0.2244
H 0.127228 -1.711109 -1.635343 -0.3 0.1 -0.3 0.1623
H 0.592321 3.770930 0.214570 -0.4 0.2 0.1 0.3672
H 2.953061 -3.451829 0.976121 0.2 -0.4 0.1 0.2028
H 1.305332 0.314587 1.581019 0.1 0.3 0.1 -0.3915
H 2.490574 2.150642 1.625833 0.0 -0.3 0.2 0.2110
H 2.484441 3.864185 1.319740 0.0 0.4 0.2 0.1929
H 2.828585 -1.720413 1.080413 0.1 0.4 0.2 0.2268
H -0.145185 2.306175 -1.265049 -0.5 0.1 -0.1 0.2000
```
Forces are in eV/Å.

Summary:
- total charge = 0
- calculated total energy (a.u.) = -730.301709
- 2S+1 = 1

=====

Entry 6:
An isolated molecule of C2H5NS2 at a distorted geometry, computed with ωB97M-V/def2-TZVPD.

```
10
Properties=species:S:1:pos:R:3:forces:R:3:nbo_charge:R:1
S -2.057762 -0.603522 -0.096202 -1.2 -0.2 0.5 0.2088
S 2.201417 -1.020930 -0.060971 -1.2 0.9 -0.2 -0.1825
N -0.422131 -0.931009 -0.165960 1.9 1.7 -0.3 -0.7313
C 0.556821 1.285730 -0.011411 2.0 -0.5 -1.2 -0.7069
C 0.735133 -0.186755 -0.127838 -0.2 -1.3 0.2 0.1516
H -0.375122 1.500327 0.339241 -2.4 0.6 2.1 0.2255
H -2.243278 -1.736340 0.664199 -0.4 1.0 -0.3 0.1231
H 0.489327 1.867476 -0.906682 0.4 -0.3 -1.4 0.2490
H 1.408562 1.711983 0.481919 0.0 0.2 0.7 0.2566
H -0.292967 -1.886958 -0.116292 0.9 -2.1 -0.2 0.4061
```
Forces are in eV/Å.

Summary:
- energy relative to the best compared isomer or geometry (same formula, charge and spin) (kJ/mol) = 139.2
- total charge = 0
- 2S+1 = 1
- SMILES string = CC(=S)NS

=====

Entry 7:
A structure of composition C37H32MnNP2S at a distorted geometry, computed with ωB97M-V/def2-TZVPD.

```
74
Properties=species:S:1:pos:R:3:forces:R:3:mulliken_spin:R:1
Mn -0.091067 0.050098 -0.021340 -0.3 -1.3 2.4 4.3902
S 0.086833 0.185105 4.709656 0.0 -0.1 -0.2 0.0113
P 0.069799 2.367713 0.498508 0.1 1.3 -1.0 -0.2694
P -0.044028 -2.432383 0.412102 0.4 -1.3 -0.6 -0.0944
N -0.119637 -0.119187 1.952461 -0.2 0.7 0.5 -0.0176
C -2.600695 -5.634879 1.093003 0.1 0.0 0.1 -0.0003
C -2.367510 -2.983678 1.920295 0.2 0.1 -0.4 -0.0140
C -1.998736 -1.795090 -3.182271 -0.2 0.1 -0.3 -0.0130
C -0.027586 0.023774 3.144368 0.1 0.2 -1.0 0.0078
C -3.488489 -3.738162 2.269330 -0.1 -0.2 0.0 -0.0001
C 1.977117 3.616658 -1.261086 0.0 -0.2 0.2 -0.0019
C -1.733763 -2.151429 -1.868236 -0.2 0.1 0.2 0.0005
C -1.353737 -3.528973 1.094700 -0.7 -0.1 0.4 -0.0089
C 3.236040 3.727741 -1.869839 -0.1 0.0 0.0 0.0022
C 3.703070 -3.388534 1.856293 0.0 -0.3 -0.1 0.0022
C 0.682832 3.791381 2.885156 0.1 -0.5 -0.1 -0.0203
C -0.965023 -1.418861 -4.038784 0.1 0.3 0.0 0.0123
C 2.382202 -2.949463 1.726477 -0.2 0.2 -0.2 -0.0143
C -1.248162 4.593448 1.685240 -0.1 -0.4 -0.2 -0.0130
C 2.296334 -3.896754 -0.503120 -0.2 0.1 0.1 -0.0010
C 0.440779 4.727860 3.893045 -0.1 0.2 0.0 0.0083
C 4.326576 -4.124439 0.840280 -0.7 0.2 -0.1 -0.0049
C 3.611652 -4.356025 -0.343562 0.0 0.0 0.1 0.0016
C -0.188766 3.662594 1.766962 0.4 0.4 0.8 -0.0246
C 2.716518 1.554738 -0.202978 -0.9 0.3 0.0 0.0009
C 0.612480 -1.609326 -2.212208 -0.2 -0.1 0.4 -0.0141
C -1.382327 2.304768 -0.681021 -0.4 0.7 0.0 0.0234
C -0.414968 -2.074271 -1.348314 0.0 -0.6 -0.7 0.0760
C -2.287693 2.486044 -2.945919 -0.2 0.1 0.1 -0.0041
C 0.321409 -1.306862 -3.540799 0.1 0.3 -0.5 0.0007
C -0.644723 5.612017 3.814246 0.1 -0.5 -0.4 -0.0227
C -3.689901 1.627988 -1.172967 -0.2 0.3 -0.3 -0.0156
C 3.942628 1.667858 -0.847900 0.1 -0.2 0.1 0.0082
C -1.257380 2.711350 -2.032644 0.0 -0.4 -0.1 0.0326
C -3.516545 1.971313 -2.520021 0.3 -0.1 0.3 0.0061
C -2.667463 1.832542 -0.248371 0.6 -0.3 0.1 0.0054
C 4.224042 2.758018 -1.665046 -0.4 0.0 0.1 0.0017
C -1.477809 5.531631 2.692352 0.1 0.1 0.2 0.0057
C 1.641013 -3.194657 0.539299 0.6 0.2 0.0 -0.0117
C 1.688748 2.520263 -0.418740 0.7 0.7 0.5 -0.0375
C -3.631354 -5.063342 1.851314 0.4 0.3 -0.3 0.0003
C -1.454630 -4.899616 0.751363 0.0 0.3 -0.3 -0.0001
H 0.648570 1.238735 -2.441841 0.0 -0.6 0.6 0.0567
H 1.629369 -1.542158 -1.818814 -0.1 0.0 -0.2 -0.0105
H -4.656458 1.236620 -0.840319 0.4 0.2 0.0 0.0002
H 1.042270 -0.910182 -4.261113 0.3 -0.3 0.6 -0.0010
H -1.895851 4.599021 0.814450 -0.1 -0.1 0.1 -0.0008
H 5.337437 -4.520792 0.977562 -0.4 0.3 -0.1 -0.0001
H 1.789511 -4.098487 -1.455705 0.1 0.1 0.5 -0.0003
H 5.204569 2.842601 -2.133219 -0.3 0.1 0.1 0.0003
H -2.570745 -2.501902 -1.258053 0.4 0.1 0.0 -0.0004
H 0.785894 0.945834 -1.746841 0.1 0.3 -1.3 -0.0393
H -4.339644 1.870877 -3.229338 0.3 -0.1 0.2 0.0008
H 1.212083 4.384285 -1.438243 0.5 -0.3 0.1 -0.0010
H -2.145367 2.716771 -4.006142 0.0 0.1 0.5 -0.0003
H 1.566175 3.151568 2.994822 -0.4 0.1 -0.1 0.0005
H 3.457933 4.575868 -2.521880 -0.2 -0.2 0.3 -0.0001
H -2.709807 -6.672510 0.757396 0.3 0.4 0.2 -0.0003
H -0.639071 -5.385116 0.199295 -0.4 0.2 0.1 -0.0012
H -2.301341 -1.958027 2.288509 0.1 -0.2 -0.2 0.0000
H -4.283517 -3.280621 2.855303 0.3 0.0 0.0 0.0000
H 1.944430 -2.394817 2.566259 0.0 -0.2 -0.4 0.0007
H 4.258586 -3.176080 2.770993 -0.3 0.0 -0.2 0.0000
H -4.536164 -5.632178 2.097455 0.5 0.2 -0.1 0.0001
H 4.091204 -4.914357 -1.152173 -0.3 0.2 0.2 0.0000
H -0.339383 3.176661 -2.403306 -0.3 -0.3 0.2 -0.0043
H -3.017716 -1.780203 -3.571007 0.2 -0.3 0.3 0.0004
H 1.087010 4.774615 4.775648 -0.1 -0.1 -0.5 -0.0001
H -1.125846 -1.154976 -5.092093 -0.2 -0.2 0.6 0.0003
H -0.831188 6.340043 4.615156 0.1 -0.4 -0.5 -0.0005
H 4.683718 0.882220 -0.698783 -0.1 0.3 0.0 0.0003
H -2.910283 1.625423 0.804576 0.5 0.0 -0.4 -0.0025
H -2.325984 6.212084 2.620621 0.2 -0.2 -0.2 -0.0004
H 2.581503 0.690178 0.459552 -0.2 0.3 0.0 0.0091
```
Forces are in eV/Å.

Summary:
- energy relative to the best compared isomer or geometry (same formula, charge and spin) (kJ/mol) = 0.0
- total charge = +2
- ⟨S²⟩ = 6.43
- 2S+1 = 5

=====

Entry 8:
An isolated molecule of C3H2N2O2S at a distorted geometry, computed with ωB97M-V/def2-TZVPD.

```
10
Properties=species:S:1:pos:R:3:forces:R:3:nbo_charge:R:1
S 2.784738 0.105205 -0.101949 -0.8 0.2 0.2 0.0838
O -2.214184 0.424639 -0.117358 -0.2 0.4 -0.1 -0.4875
O 0.231294 1.926564 -0.201273 0.1 2.7 0.4 -0.4984
N 0.109674 0.640166 0.093510 0.1 -0.8 0.4 -0.1917
N 0.657467 -1.553424 -0.050339 -1.4 0.3 0.3 -0.3693
C -1.114998 -0.026227 -0.064392 0.8 -0.9 0.5 0.5909
C 1.200940 -0.206097 0.021726 -0.2 -0.9 -0.6 0.1381
C -0.637893 -1.459898 -0.069273 2.1 0.3 -0.3 0.0287
H 0.233112 2.481658 0.624274 0.0 -1.0 -0.8 0.4861
H -1.250150 -2.332588 -0.134925 -0.5 -0.3 0.0 0.2192
```
Forces are in eV/Å.

Summary:
- energy relative to the best compared isomer or geometry (same formula, charge and spin) (kJ/mol) = 330.3
- total charge = 0
- 2S+1 = 1
- SMILES string = O=C1C=NC(=S)N1O